Record 1
The following is a quantum chemistry calculation of C20H54CuN3O9S6 as an isolated structure, from the OMol25 dataset.

```
93
Properties=species:S:1:pos:R:3:forces:R:3
Cu -0.231 1.345 1.953 0.81 -0.15 0.18
N -0.223 -1.235 -0.172 -0.89 1.41 -1.35
O 0.487 -0.847 -1.093 1.54 -0.06 -0.78
O -0.983 -2.157 -0.291 -1.41 -3.40 -0.98
O -0.349 -0.585 0.850 0.67 1.90 3.21
C -1.430 1.335 -2.409 1.68 -0.38 1.13
C -1.445 1.513 -3.919 -2.16 0.03 0.69
N -1.123 2.827 -4.459 -0.24 -0.30 -0.31
C 0.279 3.052 -4.295 0.84 2.19 0.10
C 1.201 2.353 -5.236 -1.67 -1.64 -0.64
C -1.879 3.988 -3.959 0.68 -1.04 0.43
C -3.332 3.703 -3.898 -1.58 -0.06 -0.60
H -1.719 0.338 -2.076 0.08 -0.36 -0.58
H -2.112 1.949 -1.822 0.13 0.64 -0.47
H -0.423 1.437 -2.005 -0.01 0.19 0.37
H -0.881 0.779 -4.494 0.05 -0.12 0.38
H -2.505 1.279 -4.007 -0.17 0.11 -1.53
H 0.420 4.103 -4.548 0.02 0.37 0.43
H 0.600 2.908 -3.263 0.05 0.10 0.36
H 1.281 1.324 -4.886 1.33 -0.02 0.12
H 0.530 2.155 -6.072 0.38 0.43 -0.83
H 2.078 2.924 -5.540 0.06 -0.53 0.32
H -1.694 4.852 -4.597 0.13 -0.13 -0.19
H -1.496 4.243 -2.970 -0.02 0.27 0.42
H -3.690 3.306 -4.848 0.16 -0.01 -0.28
H -3.917 4.612 -3.758 0.07 0.06 0.31
H -3.663 2.953 -3.179 0.30 0.20 0.34
C 0.699 -3.403 -3.360 1.53 -0.11 0.13
C 1.915 -3.783 -2.577 0.64 -0.56 1.21
N 2.861 -4.093 -1.966 -1.75 0.66 -1.29
H -0.240 -3.616 -2.848 0.28 -0.01 0.07
H 0.819 -3.941 -4.300 -0.45 -0.02 -0.06
H 0.801 -2.338 -3.565 -0.32 0.03 0.09
C -3.128 -5.382 4.822 0.40 -0.63 0.10
S -3.509 -5.197 3.026 1.43 -0.21 0.54
O -3.206 -6.522 2.376 -0.12 1.23 0.62
C -2.035 -4.037 2.832 -0.25 0.64 -0.20
H -3.218 -4.452 5.383 -0.02 0.13 -0.33
H -2.098 -5.738 4.832 0.17 0.22 0.04
H -3.670 -6.158 5.363 -0.55 0.02 -0.53
H -1.051 -4.489 2.704 -0.39 -0.73 -0.45
H -1.843 -3.364 3.667 -0.72 -0.18 0.58
H -2.247 -3.331 2.029 0.13 -0.41 -0.45
C -4.324 -0.420 2.316 0.08 0.09 -0.81
S -3.877 1.151 1.472 0.25 0.33 0.01
O -2.385 1.328 1.684 -1.62 0.01 -0.41
C -4.089 0.573 -0.224 -0.51 -0.31 -0.20
H -4.130 -0.301 3.382 0.60 -0.19 -0.27
H -3.731 -1.120 1.727 0.40 -0.41 0.85
H -5.357 -0.762 2.250 -0.23 0.58 -0.42
H -4.018 1.362 -0.972 0.43 0.26 0.46
H -5.107 0.207 -0.357 -0.10 -0.26 0.32
H -3.375 -0.222 -0.438 0.09 0.01 0.10
C 3.250 -1.181 1.492 0.16 0.12 0.32
S 2.592 -0.636 3.106 -1.24 -0.87 0.07
O 1.597 0.466 2.893 0.72 0.03 0.55
C 1.525 -2.144 3.386 0.79 -0.12 -0.75
H 3.601 -2.210 1.569 -0.28 -0.13 0.11
H 4.148 -0.607 1.265 -0.20 0.33 -0.05
H 2.477 -1.062 0.733 -0.04 0.01 -0.02
H 0.586 -1.961 3.907 0.34 0.49 -0.01
H 2.121 -2.902 3.894 0.03 0.05 0.12
H 1.304 -2.513 2.385 -0.27 -0.01 0.06
C 5.680 -2.105 -3.393 -0.10 0.87 0.61
S 5.180 -0.851 -2.061 -0.14 0.16 -1.49
O 5.932 0.430 -2.350 -0.65 -1.07 0.16
C 3.440 -0.591 -2.639 -0.11 -0.32 -0.43
H 6.763 -2.213 -3.329 -0.06 0.03 0.26
H 5.461 -1.698 -4.380 -0.24 0.06 0.11
H 5.192 -3.064 -3.218 -0.12 0.15 0.08
H 3.359 -0.326 -3.693 0.69 0.55 -0.06
H 2.952 0.166 -2.025 0.24 -0.05 0.08
H 2.820 -1.487 -2.626 0.42 -0.23 0.78
C -2.507 1.310 5.404 -0.21 -0.04 0.72
S -1.513 -0.169 5.020 0.64 1.25 -1.09
O -1.093 0.135 3.593 0.00 -1.11 1.29
C -0.046 0.155 6.131 -0.41 0.55 0.18
H -3.022 1.140 6.350 0.38 0.21 0.37
H -3.327 1.496 4.711 0.35 -0.61 -0.53
H -1.893 2.211 5.375 0.15 -0.19 0.24
H -0.314 0.188 7.187 -0.63 0.02 -0.03
H 0.355 1.137 5.878 0.06 -0.12 -0.28
H 0.739 -0.601 6.106 -0.27 -0.15 -0.74
C 3.691 3.110 1.572 -0.43 0.07 1.07
S 2.783 2.294 0.178 -0.75 -0.44 0.71
O 1.473 1.661 0.661 1.55 0.94 -0.85
C 2.275 3.777 -0.665 0.05 1.24 -0.05
H 4.094 2.440 2.332 -0.18 -0.89 -0.53
H 3.009 3.690 2.193 -0.33 0.31 -0.47
H 4.562 3.715 1.319 -0.29 0.06 -0.82
H 1.733 3.561 -1.585 0.03 -0.37 0.22
H 3.119 4.418 -0.922 0.39 -0.36 -0.09
H 1.665 4.414 -0.024 -0.28 -0.39 0.19
```
Forces are in eV/Å.

Calculated values
* DFT total energy: -154150.1109 eV
* lowest unoccupied orbital energy (spin up / spin down): 0.022 / -0.957 eV
* HOMO level (spin up / spin down): -4.20 / -8.18 eV
* HOMO-LUMO gap (spin up / spin down): 4.2 / 7.2 eV
* 2S+1: 3
* charge: 0

Record 2
The following is a quantum chemistry calculation of a 5-piece molecular cluster, C20H54N4O6 overall, from the OMol25 dataset.

```
84
Properties=species:S:1:pos:R:3:forces:R:3
C 2.063 3.611 -1.446 -0.87 1.26 -0.54
O 0.776 4.373 -1.768 1.89 -2.53 0.82
C 0.746 5.772 -1.737 1.04 0.68 -1.45
C 1.663 6.394 -2.861 0.10 -0.42 1.56
C 2.994 6.778 -2.252 1.76 0.09 -0.82
N 1.165 7.609 -3.451 -1.26 0.73 -0.47
H 2.554 3.854 -0.504 -0.59 0.56 0.40
H 2.862 3.759 -2.173 -0.39 0.24 -0.48
H 1.872 2.539 -1.410 -0.66 0.17 -0.22
H -0.283 6.053 -1.960 -0.14 -0.10 0.25
H 1.063 6.180 -0.777 -0.14 0.02 0.21
H 1.711 5.709 -3.708 0.57 -0.95 0.57
H 3.648 5.980 -1.902 -0.34 -0.30 0.14
H 3.011 7.569 -1.502 -0.90 -0.22 0.31
H 3.591 7.266 -3.023 0.15 -0.08 -0.39
H 0.229 7.403 -3.770 -0.70 0.22 0.22
H 1.614 7.651 -4.354 0.55 0.57 -0.12
C 4.714 0.898 2.855 -2.06 0.33 -0.52
O 3.483 1.696 3.075 -0.21 -0.37 -0.81
C 2.498 1.583 1.971 -0.40 0.56 1.23
C 1.235 2.466 2.298 -0.41 0.54 -2.23
C 0.444 2.118 3.471 0.01 -1.33 1.73
N 0.123 2.478 1.151 2.58 0.05 1.07
H 4.356 -0.124 2.727 0.40 -0.20 -0.37
H 5.413 0.891 3.692 -0.51 0.60 0.24
H 5.206 1.297 1.968 0.15 -0.27 -0.10
H 2.938 1.945 1.041 0.17 -0.04 -0.11
H 2.116 0.573 1.821 0.43 -0.38 0.11
H 1.625 3.449 2.560 0.05 0.50 -0.86
H 0.189 1.059 3.501 0.13 -0.19 0.08
H -0.518 2.628 3.510 0.26 0.39 0.14
H 1.098 2.369 4.306 -0.55 -0.20 0.58
H -0.523 3.197 1.446 -0.28 -0.01 0.14
H 0.522 2.863 0.307 0.14 0.11 -0.34
C -7.026 -1.958 -3.525 0.60 -0.19 1.14
O -6.257 -0.872 -3.019 -0.04 0.32 1.39
C -6.061 -0.839 -1.546 -0.70 -0.46 -1.57
C -4.802 -0.077 -1.255 0.29 1.47 0.93
C -4.293 -0.226 0.149 0.61 -1.80 1.37
N -4.886 1.354 -1.407 -0.01 1.22 -1.57
H -7.191 -1.822 -4.594 0.08 0.06 0.20
H -7.961 -2.118 -2.989 -0.41 0.49 -0.10
H -6.475 -2.872 -3.306 0.19 -0.34 -0.48
H -6.908 -0.358 -1.056 -0.25 0.32 -0.17
H -6.057 -1.840 -1.115 0.34 -0.37 -0.31
H -4.018 -0.375 -1.951 0.02 -0.42 0.09
H -4.165 -1.304 0.247 0.62 -0.15 0.74
H -4.813 0.102 1.049 -1.54 -0.02 -0.55
H -3.399 0.337 0.417 0.61 -0.36 -1.10
H -4.746 1.559 -2.386 -0.17 0.42 -0.15
H -5.773 1.765 -1.155 -0.22 -0.20 0.19
C 0.420 -8.545 3.353 -0.76 -1.02 0.43
O 0.343 -7.225 3.728 0.61 2.08 1.75
C 0.250 -6.238 2.734 1.11 -1.68 -3.07
C 1.650 -6.088 1.895 -1.21 0.66 1.44
N 1.640 -5.244 0.718 -1.32 0.61 -0.70
C 1.050 -3.863 0.662 0.64 -0.28 1.40
C 1.845 -2.775 1.498 -0.64 -1.96 -0.63
O 3.108 -2.605 0.944 0.48 1.52 0.52
C 3.165 -1.738 -0.136 1.39 -0.85 -2.75
H -0.515 -8.942 2.956 -0.30 0.36 -0.92
H 0.406 -9.094 4.295 0.90 -0.12 0.06
H 1.254 -8.799 2.699 0.09 -0.05 0.12
H -0.200 -5.281 2.999 0.50 -0.17 0.91
H -0.485 -6.714 2.084 -0.17 0.57 -1.00
H 2.015 -7.050 1.534 -0.42 -0.27 0.21
H 2.431 -5.735 2.569 -0.06 -0.01 0.74
H 2.578 -5.337 0.355 -0.16 0.78 -0.46
H 0.035 -3.812 1.056 -0.12 -0.71 0.37
H 0.842 -3.620 -0.381 0.73 0.28 -0.09
H 2.111 -3.209 2.462 -0.68 -0.05 0.30
H 1.261 -1.865 1.631 0.07 0.21 -0.18
H 2.606 -2.132 -0.984 -0.48 -0.23 -0.10
H 4.193 -1.845 -0.484 0.24 0.21 -0.02
H 2.961 -0.670 -0.209 -0.48 0.21 1.62
C -0.939 -0.920 -2.259 0.95 0.13 0.61
C -0.670 0.317 -1.367 -0.93 -1.17 0.89
O 0.109 -0.015 -0.204 0.42 -0.74 -1.08
H -1.580 -0.707 -3.114 0.14 0.14 0.02
H -1.369 -1.749 -1.697 -0.46 0.34 0.35
H -0.004 -1.380 -2.578 0.22 0.36 -0.46
H -1.621 0.580 -0.905 -0.40 0.55 -0.70
H -0.228 1.186 -1.855 -0.08 -0.13 -0.48
H -0.027 0.766 0.338 0.15 0.43 0.85
```
Forces are in eV/Å.

Calculated values
* DFT total energy: -39854.0438 eV
* lowest unoccupied orbital energy: 0.663 eV
* HOMO level: -8.11 eV
* HOMO-LUMO gap: 8.8 eV
* structure (SMILES): COC[C@H](C)N.COC[C@H](C)N.COC[C@H](C)N.COCCNCCOC.CCO
* charge: 0